# 1
116
Properties=species:S:1:pos:R:3:mulliken_charge:R:1 method="wB97M-V/def2-TZVPD" e_lumo_ev=2.04 homo_ha=-0.1833 de_lowest_kj_mol=0.0 total_charge=-1 gap_ev=7.03
Cs 0.5897 0.1509 0.4074 1.1312
C 2.9542 -3.0577 2.4964 -1.9889
C 1.6822 -2.6528 1.7617 2.1958
C 1.1640 -3.7917 0.8820 -1.4279
C 0.6140 -2.1827 2.7164 -0.3432
C 0.6618 -2.0346 4.1137 -0.4488
C -0.5843 -1.5480 4.4642 -0.1930
C -1.0239 -1.1885 5.8599 -0.0282
C -2.0964 -2.1215 6.4296 -1.3552
C -1.4142 0.2843 5.9990 -1.2162
N -1.3076 -1.4318 3.3234 1.2082
N -0.5739 -1.8182 2.2574 -0.4962
B -2.7523 -0.8942 3.1143 -0.0428
N -2.7439 0.6409 2.8649 0.8130
N -1.6749 1.2121 2.2677 0.1448
C -1.8465 2.5223 2.3286 -0.6423
C -3.0569 2.8225 2.9750 -0.2378
C -3.6074 1.5951 3.2978 0.0007
C -5.0084 1.3984 3.8293 -0.0061
C -5.8811 0.7306 2.7594 -1.2985
C -5.1882 0.6914 5.1733 -1.2706
C -0.8231 3.4361 1.7137 1.4241
C -1.0630 3.5740 0.2101 -0.9858
C -0.8061 4.8081 2.3797 -1.8585
N -3.4187 -1.6698 1.9618 1.1005
N -3.1559 -1.3510 0.6727 -0.7963
C -3.6797 -2.3159 -0.0633 -0.4371
C -4.2990 -3.2868 0.7504 -0.1876
C -4.1010 -2.8410 2.0384 -0.2786
C -4.4484 -3.5282 3.3286 1.5925
C -5.7955 -4.2429 3.2378 -1.7157
C -3.3317 -4.4992 3.7261 -1.3373
C -3.5450 -2.3152 -1.5620 0.7109
C -3.1984 -3.7149 -2.0706 -1.4069
C -2.4957 -1.3106 -2.0195 -1.2561
H 3.7220 -3.3643 1.7836 0.4416
H 3.3545 -2.2299 3.0847 0.3402
H 2.7595 -3.8952 3.1722 0.3821
H 1.9498 -1.8231 1.0955 -1.1243
H 0.9902 -4.6869 1.4860 0.3597
H 0.2154 -3.5183 0.4179 0.1353
H 1.8862 -4.0364 0.0992 0.4350
H 1.4776 -2.2445 4.7875 0.5221
H -0.1243 -1.3412 6.4641 0.4955
H -3.0459 -2.0049 5.9061 0.0448
H -1.7876 -3.1652 6.3432 0.3346
H -2.2639 -1.8984 7.4872 0.5049
H -2.3071 0.5159 5.4201 0.0295
H -1.6111 0.5281 7.0471 0.5019
H -0.6147 0.9327 5.6356 0.2626
H -3.3505 -1.0943 4.1245 -0.7373
H -3.4941 3.7890 3.1756 0.3300
H -5.3729 2.4203 3.9752 0.4622
H -5.5227 -0.2822 2.5584 0.1190
H -6.9217 0.6699 3.0913 0.4444
H -5.8430 1.2870 1.8223 0.3384
H -5.0587 -0.3870 5.0865 -0.0143
H -4.4907 1.0598 5.9268 0.2783
H -6.2043 0.8748 5.5330 0.5517
H 0.1607 2.9723 1.8617 -0.2268
H -2.0207 4.0704 0.0300 0.3542
H -0.2715 4.1565 -0.2687 0.2976
H -1.1088 2.5986 -0.2730 0.0193
H -1.7605 5.3202 2.2285 0.2887
H -0.6346 4.7275 3.4549 0.4285
H -0.0211 5.4333 1.9490 0.4420
H -4.8104 -4.1866 0.4436 0.2499
H -4.5157 -2.7697 4.1087 -0.5486
H -5.7721 -5.0242 2.4737 0.2651
H -6.0454 -4.7154 4.1913 0.4320
H -6.5925 -3.5443 2.9773 0.4022
H -3.2255 -5.2841 2.9729 0.3347
H -2.3765 -3.9752 3.8008 0.1447
H -3.5477 -4.9694 4.6901 0.3981
H -4.5110 -2.0331 -1.9976 0.2376
H -2.2415 -4.0391 -1.6529 0.1852
H -3.9544 -4.4475 -1.7811 0.3705
H -3.1173 -3.7214 -3.1604 0.4270
H -1.5163 -1.5998 -1.6216 0.1006
H -2.4339 -1.2794 -3.1100 0.4503
H -2.7228 -0.3148 -1.6387 0.3445
O 3.2615 1.6524 1.8604 0.1666
C 4.4607 2.0395 1.3285 0.6387
C 5.4606 2.5270 2.1636 -0.9425
C 6.6841 2.9345 1.6503 -0.5199
C 6.9168 2.8541 0.2889 -0.7333
C 5.9119 2.3571 -0.5342 -0.4700
C 4.6773 1.9461 -0.0518 0.2919
C 3.6365 1.3690 -1.0276 -0.2056
O 2.9271 0.3730 -0.5872 -0.8375
N 2.7636 2.5969 -1.3913 0.0165
N 1.6741 2.3516 -2.0986 -0.1791
C 1.2046 3.2681 -2.8636 -0.5012
C -0.0306 3.0969 -3.6094 0.2547
Br -1.1033 1.6052 -3.1244 -0.1237
C -0.5009 3.9014 -4.5700 -0.9256
C 0.2089 5.0455 -5.1683 0.4757
C -0.5104 6.1964 -5.4987 -0.4515
C 0.1128 7.2858 -6.0864 -0.4684
C 1.4719 7.2444 -6.3674 -0.4095
C 2.1952 6.0989 -6.0656 -0.5394
C 1.5707 5.0087 -5.4784 -0.3927
H 3.3216 1.7285 2.8193 0.1625
H 5.2725 2.5878 3.2321 0.3685
H 7.4490 3.3082 2.3205 0.3673
H 7.8680 3.1606 -0.1278 0.3766
H 6.0901 2.2619 -1.6013 0.3202
H 4.1981 1.1626 -1.9747 0.0932
H 3.2834 3.4255 -1.6825 0.3196
H 1.7032 4.2342 -2.9621 0.5069
H -1.4983 3.7115 -4.9476 0.3882
H -1.5716 6.2334 -5.2806 0.4047
H -0.4644 8.1707 -6.3260 0.3597
H 1.9607 8.0942 -6.8276 0.3685
H 3.2515 6.0475 -6.2990 0.3712
H 2.1353 4.1069 -5.2773 0.5476

# 2
15
Properties=species:S:1:pos:R:3:nbo_charge:R:1 method="wB97M-V/def2-TZVPD" e_lumo_ev=0.82 smiles="C=CN=C.O.O" homo_ha=-0.3339 de_lowest_kj_mol=239.6 total_charge=0 gap_ev=9.90
C -0.3320 -1.3523 1.5462 -0.4424
C 0.8204 -0.7475 1.3013 -0.0540
N 1.1892 -0.2866 0.0303 -0.4691
C 1.0398 -0.9705 -1.0192 0.0053
H -1.0441 -1.3814 0.7262 0.2200
H -0.6324 -1.6328 2.5391 0.2122
H 1.6688 -0.6822 1.9793 0.2007
H 0.9883 -0.4590 -1.9770 0.1800
H 1.1190 -2.0618 -1.0091 0.1594
O 0.0622 2.3723 -0.3456 -0.9750
H 0.8122 2.9044 -0.6279 0.4762
H 0.4941 1.6533 0.1509 0.4952
O -2.1107 0.5278 -0.9553 -0.9720
H -1.3636 1.1211 -0.7960 0.4948
H -2.7111 0.9953 -1.5430 0.4687

# 3
12
Properties=species:S:1:pos:R:3:nbo_charge:R:1 method="wB97M-V/def2-TZVPD" e_lumo_ev=0.83 smiles=O[C@H]1[C@H]2O[C@@H]12.O homo_ha=-0.3699 de_lowest_kj_mol=396.8 total_charge=0 gap_ev=10.90
O 1.8013 -0.3709 -0.3931 -0.6834
C 0.6235 -0.4683 -1.1033 0.0843
C -0.5581 -1.2480 -0.6273 0.0060
O -0.7347 -0.5360 0.6029 -0.5273
C -0.6424 0.1855 -0.6549 -0.0090
H 1.5337 -0.3986 0.5382 0.4793
H 0.7950 -0.4938 -2.1766 0.2031
H -1.2341 -2.0320 -0.9230 0.2224
H -1.3690 0.8850 -1.0460 0.2290
O -0.2511 1.6827 2.2071 -0.9527
H -0.4248 0.7761 1.9222 0.4850
H 0.4608 2.0182 1.6536 0.4634

# 4
76
Properties=species:S:1:pos:R:3:mulliken_charge:R:1 method="wB97M-V/def2-TZVPD" e_lumo_ev=-2.13 homo_ha=-0.2401 total_charge=0 gap_ev=4.41
Ce -0.4696 -1.1092 0.1303 -0.5874
Se 0.6896 -6.7123 5.5779 0.3163
N -0.6243 -5.5712 5.1534 -0.8781
C -0.3012 -4.8004 4.0975 0.8237
C -1.1447 -3.8254 3.5574 0.1816
C -2.4146 -3.6123 4.1292 -0.5020
C -3.2747 -2.6519 3.6158 -1.1647
C -2.8731 -1.8970 2.5274 -0.0544
N -1.6523 -2.1008 1.9764 0.2399
C -0.7238 -3.0472 2.4309 0.1066
C 0.6425 -3.3181 1.8616 0.3995
N 1.2421 -2.6747 0.7704 -0.0296
C 2.4795 -2.9582 0.2970 -0.1566
C 3.2411 -3.9436 0.9006 -0.9922
C 2.7219 -4.6307 1.9889 -0.3554
C 1.4353 -4.3369 2.4824 0.1856
C 0.9403 -5.0465 3.5801 0.6632
N 1.6235 -6.0168 4.2168 -0.8773
H -2.7491 -4.1917 4.9814 0.4966
H -4.2487 -2.4943 4.0609 0.4473
H -3.5313 -1.1442 2.1148 0.7483
H 2.8691 -2.4132 -0.5522 0.5224
H 4.2306 -4.1754 0.5276 0.4418
H 3.3350 -5.3978 2.4460 0.5145
Br -0.6511 8.6055 0.2055 -0.1647
C 0.7602 7.4943 -0.4199 -0.0161
C 2.0841 7.9539 -0.3972 -0.3705
C 3.1239 7.1310 -0.8621 -0.4300
C 2.8525 5.8456 -1.3424 0.2802
C 1.5141 5.4009 -1.3814 0.0489
C 0.4856 6.2182 -0.9172 -0.5942
N 3.9440 5.0540 -1.8248 -0.4662
N 3.9944 3.7978 -1.8282 -0.4381
C 3.1602 2.9569 -1.0370 -0.1098
C 2.9799 3.2181 0.3361 -0.0959
C 2.1388 2.4125 1.1105 -0.9391
C 1.4447 1.3339 0.5371 0.6345
O 0.5007 0.5104 1.4697 -0.5897
C 1.6344 1.0655 -0.8529 0.2525
N 0.8544 -0.1411 -1.5904 0.2791
C 1.0323 -0.3122 -2.7014 0.2650
C 1.9313 0.4851 -3.5646 -1.2344
C 2.6296 1.5221 -3.0615 -0.9038
C 2.4982 1.8659 -1.6255 0.4803
H 2.3073 8.9406 -0.0233 0.4204
H 4.1413 7.5040 -0.8388 0.4198
H 1.2499 4.4315 -1.7788 0.4104
H -0.5424 5.8602 -0.9504 0.4663
H 3.4909 4.0498 0.8050 0.4361
H 2.0051 2.6271 2.1642 0.5257
H 0.4633 -1.1301 -3.0844 0.8014
H 2.0173 0.2271 -4.6161 0.4300
H 3.2766 2.0970 -3.7172 0.4528
C -2.2892 -0.1397 -2.7880 -1.3321
C -2.7915 0.5989 -1.6076 0.7015
C -3.8000 1.5386 -1.5283 -1.0226
C -3.8716 1.9194 -0.1979 -1.0753
C -2.9030 1.1921 0.4648 0.5169
C -2.5413 1.2023 1.9003 -1.0299
N -2.2552 0.3964 -0.3967 0.8086
H -2.8438 0.1541 -3.6843 0.4550
H -2.4146 -1.2162 -2.6372 0.0061
H -1.2292 0.0820 -2.9450 0.2191
H -4.4115 1.9037 -2.3430 0.4913
H -4.5502 2.6421 0.2362 0.5056
H -3.1733 1.9090 2.4464 0.4105
H -1.4962 1.5033 2.0208 0.0436
H -2.6816 0.2051 2.3286 0.0568
N -1.4041 -2.7322 -1.3402 -0.4267
C -1.6043 -3.5098 -2.1773 0.9272
C -1.8484 -4.4575 -3.1973 -0.0674
C -1.5741 -5.8255 -2.9713 -0.0212
N -1.3490 -6.9482 -2.7859 -0.5442
C -2.3667 -4.0370 -4.4433 0.0973
N -2.7919 -3.6919 -5.4658 -0.5021
H -2.5741 -1.6452 0.0267 0.0414

# 5
52
Properties=species:S:1:pos:R:3:mulliken_charge:R:1 method="wB97M-V/def2-TZVPD" e_lumo_ev=-15.16 homo_ha=-0.6393 de_lowest_kj_mol=298.1 total_charge=+4 gap_ev=2.24
Sr 1.0943 3.7654 -4.5944 1.5794
Sr -0.2401 -2.9125 -3.0618 1.5431
Sr -1.7252 0.7950 -4.2622 1.7110
Sr 2.3974 0.0885 -4.0696 1.5320
O 0.3925 1.6145 -3.0088 -0.9597
C 0.3133 1.0762 -1.6596 1.2531
C 1.2486 -0.0458 -1.2644 -0.4662
O 1.3916 -1.2373 -2.0331 -0.8801
H -0.7458 0.7856 -1.5753 -0.3732
H 0.5156 1.8274 -0.8875 0.3752
H 1.1289 -0.3190 -0.2042 -0.8726
H 2.2936 0.3679 -1.1445 0.4623
O -3.7169 1.1528 -3.0284 -0.8229
C -4.0688 0.0917 -2.2563 0.1408
C -3.5751 -1.3465 -2.6725 -0.4798
O -2.3422 -1.5769 -3.3046 -0.7517
H -5.1127 0.1230 -1.9346 0.3806
H -3.4975 0.2751 -1.2992 -0.2059
H -4.3497 -1.6317 -3.4083 0.3281
H -3.7153 -2.0360 -1.8398 0.3188
Br -0.9327 -3.5006 0.0487 -0.1933
C -0.9437 -2.6158 1.8430 -0.6735
C -1.0180 -1.1398 1.5466 0.7281
Br -1.0898 -0.1401 3.1838 -0.0337
H 0.0046 -2.8411 2.2923 0.4448
H -1.8494 -2.9660 2.3118 0.5492
H -1.8770 -0.8807 0.9315 0.1468
H -0.1310 -0.8178 1.0066 -0.9351
Br 1.3477 4.0659 2.1822 -0.1735
C 1.8154 2.4485 3.1760 -0.2146
C 2.7893 1.6767 2.3648 0.0112
Br 2.8104 -0.1913 3.0003 -0.1084
H 0.8865 1.9334 3.3605 -0.0600
H 2.2198 2.7743 4.1291 0.4319
H 3.7938 2.0608 2.3914 0.4457
H 2.3645 1.5457 1.3778 -0.3007
Br 2.6964 -4.1508 -0.4980 -0.1412
C 3.0932 -2.8575 0.9052 -0.0635
C 4.3034 -3.2690 1.7355 -0.5367
Br 5.8819 -3.5164 0.6548 -0.1182
H 2.2049 -2.8177 1.5238 -0.1852
H 3.2372 -1.8730 0.4736 0.3015
H 4.0803 -4.1632 2.3125 0.4324
H 4.4988 -2.4880 2.4607 0.3411
Br -0.9474 3.9894 -1.2443 -0.2359
C -2.0355 2.6399 -0.3138 0.5105
C -2.3920 3.0530 1.0846 -0.3193
Br -3.8219 1.8984 1.7127 -0.0748
H -1.5192 1.6857 -0.3806 -0.7282
H -2.9077 2.6073 -0.9553 0.3889
H -2.6911 4.0929 1.1281 0.4738
H -1.5579 2.9000 1.7632 0.0777

What did the third record say?
12
Properties=species:S:1:pos:R:3:nbo_charge:R:1 method="wB97M-V/def2-TZVPD" e_lumo_ev=0.83 smiles=O[C@H]1[C@H]2O[C@@H]12.O homo_ha=-0.3699 de_lowest_kj_mol=396.8 total_charge=0 gap_ev=10.90
O 1.8013 -0.3709 -0.3931 -0.6834
C 0.6235 -0.4683 -1.1033 0.0843
C -0.5581 -1.2480 -0.6273 0.0060
O -0.7347 -0.5360 0.6029 -0.5273
C -0.6424 0.1855 -0.6549 -0.0090
H 1.5337 -0.3986 0.5382 0.4793
H 0.7950 -0.4938 -2.1766 0.2031
H -1.2341 -2.0320 -0.9230 0.2224
H -1.3690 0.8850 -1.0460 0.2290
O -0.2511 1.6827 2.2071 -0.9527
H -0.4248 0.7761 1.9222 0.4850
H 0.4608 2.0182 1.6536 0.4634